No. 1
ORCA calculation (ωB97M-V/def2-TZVPD) on a structure of composition C54H51Cl4N4OPPdS in a non-equilibrium geometry.

ORCA input file:
```
! RIJCOSX wB97M-V def2-TZVPD def2/J DEFGRID3
* xyz 2 3
Pd -0.13190 -0.07060 0.02340
Cl 3.23710 5.49220 4.72720
Cl -0.67150 2.34620 6.59340
Cl -2.41900 6.94400 0.04350
Cl -2.11750 1.62070 0.42700
S -4.06520 6.71860 2.53310
P -2.38060 -1.30670 0.41180
O 0.46460 6.69630 1.54360
N 2.24270 0.00820 -0.26680
N 0.76560 -2.22940 -0.36140
N 1.45260 4.11920 0.76950
N 0.47450 2.19380 0.39020
C 4.55200 3.46030 -0.49600
C -0.84240 -0.96060 2.72860
C 3.74850 3.08900 -1.56050
C -3.32090 -3.83620 1.29110
C -0.65700 -0.72670 4.08140
C 2.25120 5.14250 1.38140
C 3.76790 0.74700 2.03830
C 2.75770 -3.60060 -0.81660
C 1.16530 3.99420 5.53150
C 1.42250 6.03680 2.33190
C 4.28630 -1.19190 -0.85850
C 0.21790 3.02770 -0.66010
C -3.90140 -0.30400 0.14140
C -5.20560 -0.77610 -0.00090
C -0.02420 -4.35070 0.58330
C -2.56900 7.07170 1.73180
C -0.72130 -5.53400 0.37620
C -0.87640 3.71510 4.28020
C -0.65960 -2.55590 -2.70890
C 2.03110 -2.32770 -0.53670
C -3.14620 -2.94800 0.23780
C -4.74620 1.97260 -0.06530
C 3.76120 1.58230 0.79360
C 1.63870 4.84900 4.54940
C 0.86270 5.16280 3.43320
C -6.25280 0.11130 -0.19300
C -1.36700 -4.81250 -1.81850
C 0.70160 -4.14180 1.87550
C -2.04160 7.43230 3.94210
C -4.71530 -5.20220 -0.11840
C -0.39190 4.57820 3.31520
C -3.72560 -3.21230 -1.00380
C 4.54620 2.71730 0.67420
C -4.50910 -4.33490 -1.18100
C -3.71410 1.07410 0.13030
C -3.03680 -0.64790 4.40200
C 1.19870 2.88790 1.24170
C -0.02160 -3.39000 -0.43650
C -0.19050 7.79770 2.16040
C -1.75260 -0.58100 4.92010
C -1.57810 7.44480 2.60900
C -3.35000 7.07190 4.05080
C 2.95250 1.95650 -1.48420
C -4.12420 -4.95110 1.10990
C 2.11830 1.48230 -2.63330
C -2.13680 -1.05310 2.21010
C -1.37560 -5.77020 -0.81860
C -6.02840 1.47740 -0.24350
C 0.82030 4.22600 -0.43130
C 2.83440 -1.09640 -0.51820
C -3.23160 -0.88740 3.05270
C -0.09280 3.42750 5.38830
C 2.98720 1.19620 -0.30950
C -0.70770 -3.60760 -1.64230
H -1.88150 -6.70660 -0.98070
H -1.60710 -0.41930 5.97750
H -4.31300 -5.61420 1.94030
H 3.74950 3.67410 -2.46600
H 3.36390 -3.49560 -1.71460
H 2.68440 0.77620 -3.24140
H 1.77160 3.77510 6.39580
H 3.05870 4.67650 1.94890
H -1.85840 -5.01740 -2.75650
H -3.57280 -2.51360 -1.81630
H 1.32710 -3.25210 1.87600
H -7.25770 -0.27010 -0.29270
H 2.08630 -4.44350 -0.94710
H -5.42200 -1.83070 0.05970
H 4.78760 -1.94440 -0.25410
H 1.32460 -5.00700 2.08420
H 2.79320 0.28170 2.19540
H -0.37880 2.72620 -1.50170
H 5.17490 3.00650 1.50170
H -0.70840 -6.28740 1.14970
H 1.83310 2.31400 -3.27030
H 4.02260 1.34930 2.90660
H -0.01420 -4.05630 2.69070
H -4.23220 -0.94500 2.64690
H 0.03280 -1.10120 2.07170
H -0.99320 4.80710 2.44870
H -1.85160 3.26850 4.17690
H -4.55970 3.03480 -0.07160
H -6.85210 2.15710 -0.40170
H -2.85520 -3.64210 2.24780
H 4.78010 -0.23550 -0.71190
H 2.66860 5.76480 0.58790
H 1.21520 0.96790 -2.27190
H 5.19970 4.31850 -0.57910
H -3.89250 -0.52110 5.04740
H -0.87200 -1.55940 -2.28120
H 1.53840 2.53720 2.19540
H -1.38210 -2.76850 -3.49270
H 0.34070 -0.66110 4.48920
H 3.42560 -3.82430 0.01360
H 2.11380 6.77260 2.77000
H -0.24290 8.58230 1.39790
H -1.42820 7.68760 4.78590
H 0.85360 5.11620 -1.02080
H 0.39090 8.17190 3.00730
H -3.94360 6.99890 4.93970
H 4.51340 -0.04580 1.96020
H 4.40540 -1.47450 -1.90480
H 0.32930 -2.51630 -3.17000
H -4.96420 -4.52130 -2.14200
H -5.33560 -6.07380 -0.25400
*
```

Values from the calculation:
Electronic energy, hartree: -5090.2594
HOMO energy (alpha / beta), eV: -11.5 / -11.9
HOMO-LUMO gap (alpha / beta), eV: 5.4922 / 2.2911
Expectation value of S²: 2.020
Energy relative to the best compared isomer or geometry (same formula, charge and spin), eV: 3.450
LUMO (alpha / beta), eV: -6.0344 / -9.5741

***

No. 2
ORCA calculation (ωB97M-V/def2-TZVPD) on a structure of composition C20H52AlBN2O7PS in a non-equilibrium geometry.

ORCA input file:
```
! RIJCOSX wB97M-V def2-TZVPD def2/J DEFGRID3
* xyz -1 1
S 7.78524 -0.21972 1.68948
P 7.36938 0.65629 3.40118
Al 6.08688 -0.72177 4.85658
O -2.68486 0.87901 -7.96028
O -5.90511 -1.01152 0.04378
O -3.89390 -0.58577 -3.76795
O 6.49893 2.00506 3.02422
O -1.83049 0.30400 1.50041
O 4.24523 1.55412 5.99147
O 8.69516 1.32986 4.08655
N -3.61353 -2.28960 1.42075
N -1.67153 1.18274 -5.16206
C -2.48759 -0.73224 -3.66069
C -6.00949 -2.05565 1.00105
C 4.53120 -1.51307 3.80412
C 3.24183 -0.42798 0.37615
C 5.55599 0.48313 7.89097
C -4.41116 -0.59552 -5.08513
C -1.31513 0.96281 -7.58131
C 3.02537 -1.08226 1.74607
C -5.47420 -1.41956 -1.24276
C 3.93021 -0.48009 2.83862
C 3.10135 1.08516 0.36310
C 0.98351 1.99566 1.51775
C -2.17934 -0.51910 2.59777
C -1.07949 0.36401 -6.21129
C -1.69870 0.56045 -3.84009
C -2.43820 -1.97602 2.23042
C -3.36176 2.11916 -7.99182
C -4.89692 -1.95724 2.02387
C -2.91162 0.81839 0.74761
C 1.65546 1.57954 0.19740
B 5.20891 0.57037 6.33031
H -3.18757 0.15099 -0.07407
H 1.64610 1.86509 2.36740
H -2.58070 1.76002 0.30677
H -6.06481 -2.26429 -1.61203
H 2.55768 -0.88877 -0.33487
H -4.92159 -0.93978 2.43670
H -0.74637 0.38246 -8.31300
H 3.39657 0.28655 3.39131
H 5.57069 -0.56247 8.18776
H 9.08845 1.90670 3.40183
H 3.68522 1.46364 -0.47311
H -2.11503 1.29635 -3.14821
H -1.30954 -0.50660 3.25999
H 1.05226 0.82888 -0.30460
H -2.61807 1.42212 -5.42528
H -2.48444 -2.56600 3.15142
H -3.53882 2.51860 -6.98731
H 6.98305 -1.84476 5.58339
H -1.56630 -2.32863 1.67500
H -0.66665 0.38141 -3.52387
H -3.00491 -0.06974 3.16335
H 1.97533 -1.06769 2.03687
H 3.51853 1.54418 1.25241
H 4.75922 -0.02726 2.30314
H -5.43350 -0.97269 -5.03272
H -4.32498 1.95275 -8.47162
H -5.09493 -2.65623 2.84256
H -4.41559 -1.69502 -1.24810
H 4.25258 -0.68289 0.06903
H -1.48391 -0.65708 -6.22593
H 6.55571 0.89465 8.01333
H 3.33560 -2.11819 1.64934
H -6.96985 -1.93057 1.51039
H 4.84174 -2.36572 3.20218
H 0.07949 1.42390 1.70196
H -3.52858 -1.79967 0.54077
H -3.83407 -1.24797 -5.74459
H -2.13829 -1.53628 -4.31907
H 3.77238 -1.84136 4.51574
H -4.45472 0.41144 -5.50907
H -2.30769 -1.07377 -2.63750
H -3.78671 1.01512 1.37186
H 1.67943 2.45703 -0.44076
H -2.80576 2.85940 -8.57465
H -6.00936 -3.03770 0.51882
H 4.85514 1.05712 8.49795
H -0.00174 0.29445 -6.03817
H -5.60668 -0.57962 -1.91739
H 0.69468 3.04041 1.47592
H 3.35175 1.30176 6.28751
H 6.25817 1.88669 2.08838
H -0.96026 1.99639 -7.62341
*
```

Values from the calculation:
Electronic energy, hartree: -2436.2982
HOMO energy, eV: -4.0
HOMO-LUMO gap, eV: 5.9476
Energy relative to the best compared isomer or geometry (same formula, charge and spin), eV: 0.608
LUMO, eV: 1.9007

***

No. 3
ORCA calculation (ωB97M-V/def2-TZVPD) on a structure of composition C26H49F5O17S2 in a non-equilibrium geometry.

ORCA input file:
```
! RIJCOSX wB97M-V def2-TZVPD def2/J DEFGRID3
* xyz 0 1
S 5.09778 -1.07701 0.92014
S 6.80152 0.27704 -0.89516
F 3.53349 1.70713 0.21881
F 4.61434 1.03473 -2.30978
F 5.61215 2.49092 1.09544
F 6.40382 2.69885 -2.07029
F 4.45186 3.74211 -0.62038
O 2.57756 -1.38419 -0.92350
O 4.95460 -2.49133 -0.07234
O -2.31770 -3.35681 2.66407
O 1.90756 7.09535 -5.31117
O -0.73533 3.31515 1.76653
O -1.74082 1.89577 3.18302
O 8.28139 0.79591 -1.07662
O 3.43803 5.87207 -4.21876
O 1.73186 -3.27846 -1.77712
O -1.83709 -3.71171 0.50185
O -0.83568 -6.47447 -4.80594
O -4.25921 6.99831 5.39346
O 6.64762 -0.84943 -1.99048
O -1.19025 -8.01779 -3.21705
O -4.18479 5.42641 3.79480
O 6.60392 -0.30969 0.69366
O 5.06795 -1.54257 2.42529
C -4.72147 5.96325 4.91483
C -0.98310 2.85024 3.01278
C -2.23337 -10.20527 -3.00617
C 3.05384 6.99045 -4.87626
C 5.15359 6.19528 -2.52464
C 5.61708 1.64119 -1.39176
C 0.39451 -1.96712 -0.18561
C -5.73482 4.19234 2.38337
C -2.96590 -7.52836 -4.84448
C -3.83614 -4.72268 1.29668
C 4.81412 2.35251 -0.15202
C -2.05671 -8.82557 -2.40265
C 1.65728 -2.20004 -0.96339
C -5.94716 5.32849 5.50521
C -1.59974 -7.27917 -4.27414
C -3.19445 -4.60212 4.56096
C 4.79487 5.56524 -3.85632
C -0.03844 4.53860 1.47665
C -0.39861 -4.10649 -2.60963
C 4.01901 8.13564 -4.98016
C 0.81675 -4.38669 -1.74743
C -3.23560 -3.30954 3.76939
C -2.60812 -3.87234 1.44728
C 1.46024 4.31104 1.44197
C -4.51170 4.12582 3.27700
C -0.24419 3.45610 4.17067
H 0.66885 2.88390 4.35301
H -2.71143 -10.15694 -3.98823
H -3.50681 -5.45608 3.95393
H -0.27273 -1.32652 -0.76760
H -1.26059 -10.68670 -3.15120
H -4.64860 -4.44041 1.96137
H -3.69651 -7.85018 -4.10677
H -3.56948 -5.77023 1.45740
H 0.65356 -1.46181 0.74938
H 5.09888 7.28637 -2.56771
H 1.71165 3.52874 0.71817
H -1.56585 -8.92095 -1.42926
H -4.21755 -4.60052 0.27871
H -0.88541 3.40215 5.05531
H -0.00245 4.50709 4.03439
H 0.55146 -4.65295 -0.72003
H -2.90530 -2.48658 4.41061
H -6.83622 5.80777 5.08789
H 3.82227 8.66880 -5.91487
H -0.96415 -3.24650 -2.24098
H -5.92891 5.48439 6.58781
H -2.89153 -8.26975 -5.64393
H -4.61919 3.39469 4.08366
H 3.86196 8.81511 -4.13876
H -0.12136 -2.88150 0.09612
H -3.84995 -4.54036 5.43474
H -5.99969 4.25333 5.35400
H -1.06414 -4.97458 -2.63195
H -3.01008 -8.32141 -2.21902
H 4.85149 4.47631 -3.76382
H -0.37480 4.85870 0.48573
H 4.45178 5.87374 -1.74800
H -5.57929 4.91482 1.57534
H 4.06159 -2.86763 0.20499
H 1.98363 5.23043 1.16309
H 1.35704 -5.24491 -2.15864
H 5.06090 7.82819 -5.01935
H -2.17423 -4.81092 4.89954
H -3.34330 -6.58893 -5.25884
H 1.83941 3.97778 2.41176
H -0.32752 5.33248 2.17163
H 6.16639 5.91113 -2.22384
H -0.09409 -3.86918 -3.63434
H -6.61932 4.52136 2.93537
H -2.84495 -10.83606 -2.35419
H -3.65108 3.80453 2.68231
H 5.48976 5.84336 -4.65419
H -5.94547 3.21262 1.94429
H -4.24501 -3.05325 3.43437
*
```

Values from the calculation:
Electronic energy, hartree: -3594.6022
HOMO energy, eV: -10.0
HOMO-LUMO gap, eV: 8.7545
LUMO, eV: -1.2029

***

No. 4
ORCA calculation (ωB97M-V/def2-TZVPD) on a cluster of 2 separate species, C6H8NS2 in total in a non-equilibrium geometry.

ORCA input file:
```
! RIJCOSX wB97M-V def2-TZVPD def2/J DEFGRID3
* xyz 1 1
S -2.10738 -0.86282 -0.66654
S -2.02252 -1.55529 -2.47751
N 0.17310 -0.23487 0.55250
C 0.61701 0.16717 2.84493
C -0.20209 -0.21609 1.77380
C 2.34391 0.44335 1.12882
C 1.43227 0.01811 0.19399
C 1.96986 0.49851 2.51744
C -2.17403 -0.09155 -3.57650
H 1.57782 0.13990 -0.84319
H -3.26435 0.23960 -3.58963
H -1.52772 0.78028 -3.12150
H 3.28643 0.59178 0.71218
H 0.44342 0.19113 3.84230
H -1.25742 -0.19538 1.91482
H 2.58227 0.38007 3.37952
H -1.87057 -0.29392 -4.58544
*
```

Values from the calculation:
Electronic energy, hartree: -1084.2136
HOMO energy, eV: -13.6
HOMO-LUMO gap, eV: 6.5714
Energy relative to the best compared isomer or geometry (same formula, charge and spin), eV: 1.625
LUMO, eV: -6.9925